86
Properties=species:S:1:pos:R:3:forces:R:3 method="wB97M-V/def2-TZVPD" total_charge=+2 homo_ha=-0.5088 orbital_gap_ev=7.583 relative_energy_kj_mol=84.3 multiplicity=1
Ti 0.052419 -0.736082 0.188001 -0.193 0.004 -0.469
C -1.524075 2.048978 -1.931625 0.032 -0.047 -0.092
Si -2.370041 1.694594 -0.298831 0.033 -0.183 -0.019
C -1.928890 2.959131 0.992785 -0.006 0.047 0.104
C -4.169193 2.008011 -0.662254 -0.137 -0.105 -0.011
C -1.970111 -0.138750 0.262369 0.268 -0.024 0.216
C -1.786018 -0.370163 1.724884 -0.138 -0.072 0.072
C -2.506476 0.152364 2.799584 -0.030 0.058 -0.036
C -2.153889 -0.211287 4.080109 -0.015 0.015 0.021
C -1.065503 -1.060796 4.301924 -0.012 0.003 0.019
C -0.361059 -1.517395 3.221928 -0.028 0.002 -0.062
N -0.747728 -1.204394 1.968071 -0.132 -0.134 0.401
Si -3.452187 -1.361891 -0.170739 0.100 0.060 0.048
C -4.988325 -0.916510 0.793356 0.037 0.057 0.096
C -3.070621 -3.102667 0.409511 -0.090 -0.143 -0.012
C -3.897445 -1.369827 -1.981441 -0.029 -0.012 -0.075
H -1.596475 3.123401 -2.122534 -0.014 0.000 -0.002
H -2.066690 1.553102 -2.740257 0.008 -0.003 -0.012
H -0.475651 1.762250 -1.995337 -0.034 -0.054 -0.040
H -2.256141 3.924544 0.595250 0.012 0.005 0.021
H -0.877845 3.032991 1.240102 0.130 0.017 0.023
H -2.471086 2.800887 1.926376 -0.021 0.034 -0.034
H -4.210222 3.015963 -1.086123 0.001 -0.007 -0.001
H -4.800387 2.009956 0.225217 -0.022 -0.003 0.019
H -4.598045 1.331604 -1.401080 -0.072 0.019 0.030
H -3.335273 0.819704 2.613527 -0.001 -0.012 0.009
H -2.717112 0.171523 4.921431 0.001 -0.001 0.001
H -0.768637 -1.344423 5.300725 -0.005 0.004 0.004
H 0.519409 -2.137879 3.315175 0.002 -0.002 0.007
H -4.832269 -0.809055 1.866958 0.001 -0.026 -0.008
H -5.655789 -1.772998 0.661578 -0.021 0.014 -0.015
H -5.515200 -0.043499 0.427404 -0.049 0.134 -0.030
H -4.002602 -3.529526 0.783781 -0.026 -0.027 -0.018
H -2.347219 -3.165220 1.223955 -0.147 0.046 -0.001
H -2.730654 -3.741539 -0.407768 -0.094 0.036 0.069
H -3.728702 -0.419120 -2.485570 0.015 -0.005 -0.019
H -4.967746 -1.584786 -2.041981 0.003 -0.008 -0.025
H -3.377890 -2.148019 -2.540208 -0.006 0.002 -0.007
C 2.489305 7.261100 -0.181649 -0.002 -0.015 -0.009
C 2.294233 5.798695 0.089653 -0.003 0.043 -0.009
C 2.989156 5.159319 1.113892 0.014 -0.013 0.023
C 2.824645 3.807398 1.358629 -0.095 0.022 -0.005
C 1.929448 3.089950 0.569256 -0.101 0.148 -0.071
C 1.222210 3.702492 -0.464147 0.053 0.012 0.086
C 1.414389 5.048717 -0.695928 -0.010 0.020 0.005
S 1.733553 1.399347 0.896594 0.198 0.026 -0.172
O 0.491741 1.063267 1.612867 -0.016 -0.199 -0.092
O 2.950442 0.955276 1.511048 0.196 -0.167 -0.059
N 1.349064 0.611732 -0.476082 0.804 0.228 -0.057
C 2.379130 0.056587 -1.284737 -0.123 0.181 0.247
C 3.548002 0.700870 -1.654220 -0.028 0.104 -0.096
C 4.456710 -0.027151 -2.404043 0.005 -0.039 -0.009
C 4.170958 -1.345888 -2.736768 -0.002 0.023 -0.009
C 2.971594 -1.889621 -2.312978 -0.069 -0.026 -0.059
N 2.087434 -1.194946 -1.597996 0.043 -0.038 0.154
H 3.158766 7.717639 0.543555 0.002 -0.003 0.003
H 1.536215 7.789968 -0.151123 -0.006 -0.007 0.001
H 2.910399 7.409667 -1.177157 0.000 0.005 0.000
H 3.674100 5.729007 1.728180 0.008 -0.004 -0.004
H 3.375119 3.316745 2.148444 0.009 -0.011 -0.004
H 0.544498 3.132907 -1.080748 0.033 0.022 0.024
H 0.875370 5.533572 -1.500392 0.004 -0.002 -0.009
H 3.730592 1.731472 -1.380133 -0.002 -0.005 0.010
H 5.381449 0.431497 -2.727959 0.001 0.000 -0.004
H 4.858555 -1.938910 -3.322225 0.008 0.003 0.000
H 2.703881 -2.912527 -2.552362 -0.003 -0.005 0.014
O -0.691768 -6.226369 -2.600028 -0.001 0.032 0.050
C -0.570720 -5.095650 -1.915608 0.003 -0.110 -0.086
C -0.371824 -5.030770 -0.536533 0.062 0.016 -0.016
C -0.268859 -3.797734 0.052336 0.109 0.017 -0.028
N -0.334146 -2.638429 -0.632959 -0.057 -0.390 -0.238
C -0.533453 -2.730046 -1.958651 0.015 0.006 0.065
Br -0.660977 -1.094611 -2.870540 -0.026 0.106 0.054
C -0.660803 -3.905573 -2.645302 -0.006 0.024 0.024
H -0.643724 -7.004763 -2.029292 0.004 -0.014 -0.009
H -0.313679 -5.922835 0.072019 -0.009 -0.008 -0.005
H -0.147518 -3.719797 1.121480 0.029 0.001 -0.023
H -0.827106 -3.922575 -3.712275 -0.003 -0.012 -0.004
N 4.538167 -3.733649 1.290770 -0.025 -0.023 0.019
C 3.914308 -2.554979 1.209604 -0.160 -0.226 -0.024
N 4.657582 -1.473082 1.045405 -0.160 0.356 -0.011
S 2.206891 -2.554660 1.308884 -0.030 0.172 0.126
H 5.541237 -3.804802 1.340565 0.012 -0.013 0.014
H 3.991253 -4.561281 1.450956 0.010 0.004 -0.005
H 5.663479 -1.524085 1.067038 -0.010 0.041 -0.027
H 4.212073 -0.565671 1.092403 0.006 0.030 0.049



10
Properties=species:S:1:pos:R:3:forces:R:3 method="wB97M-V/def2-TZVPD" total_charge=0 homo_ha=-0.3334 orbital_gap_ev=9.301 relative_energy_kj_mol=263.4 multiplicity=1
C 1.290854 0.583766 -1.342496 5.035 1.637 2.510
C -0.304826 -1.110327 1.193385 -2.712 2.874 -1.599
O -1.371373 1.487439 1.388398 -0.339 -0.087 -0.908
O 0.285479 0.608697 -1.910447 -3.510 -0.392 -1.736
P -1.371465 0.170150 0.721217 1.409 -3.021 0.669
H 1.344094 0.564024 -0.156564 0.157 -0.323 -1.964
H 2.315322 0.824232 -1.919116 -1.585 -0.808 1.137
H -0.446427 -2.078174 0.785587 -0.058 -0.634 -0.455
H 0.637922 -0.791079 1.549740 0.629 0.044 0.905
H -2.379580 -0.258729 -0.309705 0.974 0.710 1.442